ORCA calculation (ωB97M-V with the def2-TZVPD basis set) on 4 unconnected molecules or ions with the total composition C14H32FINO12P4.

Computed properties:
**Electronic energy**: -89075.809 eV
**Largest force on an atom**: 1.1 eV/A
**Highest occupied orbital energy**: -5.21 eV
**Frontier orbital gap**: 7.569 eV
**Charge**: -1

Last column: Mulliken charge in e.
Positions of all 65 atoms, in Å:
N  1.38  -3.33  0.49  -0.6049
C  0.20  -2.61  0.00  -0.1678
C  -0.11  -1.20  0.59  -0.4324
I  1.04  -1.06  2.51  -0.1197
O  -1.42  -1.22  0.98  -0.5557
P  -2.26  0.29  0.86  0.0266
C  -3.21  1.99  0.63  -0.7562
C  -2.87  2.94  1.71  0.4480
O  -3.02  2.84  2.87  -0.5238
F  -2.26  4.07  1.24  -0.2675
P  -3.72  -0.71  -0.56  0.8185
O  -3.28  -1.96  -1.20  -0.7156
O  -4.26  0.32  -1.70  -0.5657
O  -5.09  -0.86  0.31  -0.5523
O  -1.26  0.59  -0.53  -0.6891
C  0.04  0.05  -0.36  1.5721
P  0.46  -0.27  -2.12  0.0880
O  1.87  -0.59  -2.47  -0.6369
P  1.02  1.54  0.27  0.0212
O  1.15  2.26  -1.20  -0.5366
O  2.58  1.00  0.38  -0.4511
H  1.07  -4.17  0.96  0.2205
H  1.96  -3.62  -0.29  0.2799
H  -0.71  -3.17  0.24  0.4390
H  0.25  -2.55  -1.09  0.1868
H  -1.34  0.89  1.76  0.0977
H  -3.14  -0.02  1.97  0.1980
H  -4.29  1.81  0.67  0.4500
H  -2.96  2.42  -0.34  0.3496
H  -4.83  1.00  -1.32  0.2996
H  -4.85  -1.03  1.24  0.3985
H  -0.07  0.87  -2.73  -0.0139
H  -0.44  -1.26  -2.53  0.1888
H  2.03  2.66  -1.28  0.2466
H  2.88  1.21  1.27  0.3023
C  2.31  -2.86  -4.47  -1.2100
C  3.12  -3.15  -3.23  1.1180
O  2.65  -3.75  -2.29  -0.6301
C  4.54  -2.65  -3.22  -1.2794
H  1.31  -3.26  -4.36  0.2715
H  2.25  -1.78  -4.62  0.2377
H  2.79  -3.31  -5.35  0.4483
H  4.54  -1.56  -3.33  0.2985
H  5.10  -3.09  -4.05  0.3832
H  5.01  -2.91  -2.28  0.3204
C  -0.93  -4.01  6.26  -1.1716
C  -1.24  -3.99  4.78  0.8463
O  -0.41  -4.25  3.95  -0.5001
C  -2.65  -3.61  4.39  -1.0023
H  0.11  -4.29  6.40  0.2937
H  -1.10  -3.02  6.69  0.3228
H  -1.58  -4.72  6.77  0.3392
H  -2.88  -2.60  4.76  0.3204
H  -3.37  -4.30  4.83  0.4102
H  -2.74  -3.62  3.31  0.1610
C  1.44  6.88  -0.48  -1.0503
C  2.09  6.13  -1.62  0.7451
O  2.13  4.92  -1.63  -0.4610
C  2.68  6.96  -2.74  -1.1198
H  1.05  6.17  0.25  0.2566
H  2.16  7.54  -0.01  0.3299
H  0.62  7.49  -0.86  0.3262
H  3.45  7.62  -2.35  0.3271
H  1.90  7.57  -3.20  0.3428
H  3.11  6.30  -3.49  0.2828



ORCA calculation (ωB97M-V with the def2-TZVPD basis set) on a molecular structure, C29H49BaF16NO16S4.

Computed properties:
**Electronic energy**: -152632.565 eV
**Largest force on an atom**: 2.2 eV/A
**Highest occupied orbital energy**: -7.19 eV
**ΔE to the lowest compared entry with this formula, charge and spin**: 0.00 kJ/mol
**Frontier orbital gap**: 7.130 eV

Last column: Mulliken charge in e.
Positions of all 116 atoms, in Å:
Ba  0.99  -1.38  -1.76  1.8807
O  -1.22  -0.29  -0.57  -1.0260
C  -0.80  0.74  0.28  0.6654
C  0.57  0.69  1.01  1.1334
O  1.74  0.44  0.27  0.0328
H  -1.58  1.08  1.00  -0.2549
H  -0.80  1.61  -0.42  -0.5020
H  0.52  -0.02  1.86  -1.5356
H  0.69  1.67  1.52  -0.0084
O  3.81  -1.73  -1.79  -0.5536
S  5.13  -1.82  -1.22  1.0322
O  6.11  -2.69  -1.78  -0.6603
O  5.75  -0.34  -1.33  -0.4827
C  4.88  0.79  -1.11  1.1706
C  5.71  2.04  -1.21  -1.4403
C  5.04  -2.06  0.57  -0.0592
H  4.43  0.71  -0.12  -0.4885
H  4.09  0.83  -1.86  0.2060
H  6.13  2.24  -2.20  0.3922
H  6.53  2.07  -0.49  0.3801
H  5.02  2.86  -1.00  0.2206
H  6.09  -2.06  0.86  0.4592
H  4.63  -3.05  0.68  0.2421
H  4.44  -1.23  0.93  -0.4774
O  1.10  1.25  -2.86  -0.5228
S  1.73  2.54  -2.91  1.1083
O  3.09  2.61  -3.38  -0.6374
O  0.87  3.54  -3.82  -0.3766
C  -0.58  3.42  -3.73  0.1623
C  -1.15  4.12  -4.94  -1.4626
C  1.66  3.30  -1.33  -0.0002
H  -0.88  3.94  -2.81  0.2732
H  -0.90  2.38  -3.63  0.1848
H  -0.75  5.13  -4.98  0.3671
H  -2.23  4.11  -4.85  0.3799
H  -0.91  3.58  -5.86  0.3462
H  2.01  4.32  -1.43  0.6437
H  2.34  2.73  -0.69  -0.8354
H  0.65  3.23  -0.93  0.1638
O  2.88  -3.36  2.68  -0.6866
S  1.75  -3.41  1.82  1.1935
O  1.88  -2.93  0.47  -0.5270
O  1.28  -4.94  1.68  -0.2813
C  1.52  -5.81  2.80  -0.3344
C  2.71  -6.71  2.59  -1.2331
C  0.33  -2.65  2.59  -0.8050
H  0.59  -6.39  2.88  0.4530
H  1.55  -5.29  3.76  0.3435
H  2.72  -7.09  1.56  0.2915
H  2.62  -7.59  3.22  0.4089
H  3.66  -6.21  2.78  0.2809
H  -0.31  -2.19  1.83  0.1401
H  0.75  -1.89  3.24  0.0381
H  -0.20  -3.40  3.16  0.6293
O  -4.72  -1.97  2.11  -0.5734
S  -4.19  -1.01  3.02  1.2424
O  -4.72  -0.86  4.34  -0.6659
O  -2.60  -1.26  3.12  -0.1390
C  -1.86  -0.46  4.04  0.2149
C  -1.63  -1.17  5.36  -1.4948
C  -4.21  0.58  2.20  -0.8116
H  -2.25  0.55  4.21  0.4341
H  -0.87  -0.27  3.61  -0.1043
H  -0.84  -0.68  5.93  0.3845
H  -1.27  -2.19  5.19  0.2673
H  -2.55  -1.26  5.94  0.4144
H  -4.01  0.49  1.14  -0.0528
H  -3.48  1.23  2.68  0.4234
H  -5.17  1.05  2.41  0.5079
N  -0.89  -2.22  -3.74  0.2779
C  -0.70  -3.21  -4.62  -0.4978
C  -1.71  -3.77  -5.38  -0.6815
C  -2.97  -3.18  -5.31  -0.3399
C  -3.18  -2.08  -4.49  -0.6177
C  -2.11  -1.67  -3.71  -0.4795
H  0.33  -3.56  -4.68  0.4478
H  -1.54  -4.57  -6.08  0.4068
H  -3.74  -3.43  -6.03  0.4009
H  -4.10  -1.53  -4.46  0.4306
H  -2.22  -0.82  -3.04  0.6843
C  -6.06  -0.33  -1.44  -0.9315
C  -6.51  -1.59  -2.15  1.1098
C  -7.53  -2.40  -1.36  -0.0657
F  -7.04  -2.83  -0.19  -0.1980
F  -8.65  -1.67  -1.14  -0.2862
F  -7.04  -1.29  -3.36  -0.3326
F  -5.45  -2.42  -2.38  -0.2539
O  -5.25  0.46  -2.29  -0.3209
C  -5.17  1.78  -1.95  0.7900
C  -3.83  2.29  -2.51  0.9004
F  -3.60  2.00  -3.80  -0.2723
F  -3.69  3.63  -2.35  -0.3244
F  -6.22  2.46  -2.45  -0.3219
F  -5.17  1.95  -0.62  -0.2266
H  -5.59  -0.65  -0.50  0.1222
H  -6.92  0.24  -1.08  0.5863
H  -7.82  -3.25  -1.98  0.2880
H  -3.08  1.81  -1.87  -0.2803
C  2.87  2.59  2.80  -0.1009
C  4.01  1.66  3.20  0.8507
C  3.49  0.23  3.26  1.2905
F  4.45  -0.64  3.70  -0.3209
F  2.43  0.11  4.10  -0.2670
F  5.01  1.68  2.29  -0.2508
F  4.52  2.02  4.41  -0.3634
O  3.21  3.96  3.07  -0.4848
C  3.44  4.74  1.98  0.8827
C  3.98  6.08  2.46  0.0949
F  4.10  6.91  1.39  -0.2678
F  3.16  6.64  3.36  -0.2651
F  4.33  4.19  1.13  -0.1969
F  2.28  4.89  1.27  -0.2934
H  1.94  2.39  3.33  0.6154
H  2.76  2.40  1.73  -0.4221
H  3.22  -0.14  2.27  -0.8788
H  4.97  5.92  2.89  0.2844



ORCA calculation (ωB97M-V with the def2-TZVPD basis set) on C6H11N in the gas phase.

Computed properties:
**Electronic energy**: -7888.920 eV
**Largest force on an atom**: 0.6 eV/A
**Highest occupied orbital energy**: -8.12 eV
**ΔE to the lowest compared entry with this formula, charge and spin**: 155.45 kJ/mol
**Frontier orbital gap**: 9.090 eV

Last column: Mulliken charge in e.
Positions of all 18 atoms, in Å:
C  -1.90  0.12  0.62  -1.5893
C  -0.37  0.13  0.63  0.3261
C  0.18  -1.30  0.63  -0.7931
C  0.20  0.69  -0.69  0.4786
C  1.59  1.33  -0.53  -1.4380
C  0.36  -0.50  -1.64  -0.7433
N  0.35  -1.53  -0.82  -0.0087
H  -2.31  1.13  0.50  0.4032
H  -2.31  -0.31  1.54  0.3798
H  -2.27  -0.49  -0.22  0.3463
H  -0.01  0.69  1.50  0.3588
H  0.49  -2.47  -1.16  0.1906
H  -0.50  -2.03  1.08  0.3671
H  1.16  -1.37  1.14  0.2937
H  -0.48  1.44  -1.13  0.3906
H  1.97  1.67  -1.49  0.3896
H  1.55  2.19  0.15  0.3530
H  2.31  0.61  -0.12  0.2951



ORCA calculation (ωB97M-V with the def2-TZVPD basis set) on a molecular structure, C30H59F2N3O27S2Zn.

Computed properties:
**Electronic energy**: -167342.453 eV
**Largest force on an atom**: 5.8 eV/A
**Highest occupied orbital energy**: -9.25 eV
**Frontier orbital gap**: 9.471 eV

Last column: Mulliken charge in e.
Positions of all 124 atoms, in Å:
Zn  0.32  -21.38  -8.25  4.9440
N  -1.63  -21.29  -8.52  0.3726
S  -2.54  -21.18  -9.80  0.5668
O  -3.23  -19.94  -9.98  -0.7595
O  -3.15  -22.35  -10.37  -0.3109
F  -1.30  -20.97  -10.80  -0.3362
S  -2.82  -21.25  -7.31  0.1399
O  -3.76  -22.31  -7.38  -0.6077
O  -3.23  -19.96  -6.89  0.0044
F  -1.83  -21.70  -6.15  -0.2961
C  3.34  -22.26  -10.63  -1.4346
C  2.22  -21.99  -9.67  0.3776
O  2.43  -21.28  -8.64  -0.5839
O  1.03  -22.40  -9.90  -0.2620
H  4.18  -22.73  -10.11  0.3569
H  3.66  -21.32  -11.08  0.3073
H  3.07  -22.87  -11.49  0.3075
C  -4.39  -26.17  -13.12  -0.7183
O  -5.39  -25.27  -13.51  -0.1479
C  -5.64  -25.25  -14.90  -0.5673
C  -6.45  -24.03  -15.28  -0.7515
O  -5.77  -22.81  -15.18  -0.2298
C  -4.84  -22.59  -16.22  -0.4284
C  -4.17  -21.25  -16.03  -0.7064
O  -3.04  -21.26  -15.19  -0.4702
C  -3.41  -21.49  -13.82  -0.1197
H  -3.46  -26.05  -13.69  0.3071
H  -4.68  -27.23  -13.15  0.2889
H  -4.15  -25.91  -12.09  0.1366
H  -6.27  -26.13  -15.12  0.4196
H  -4.76  -25.38  -15.53  0.4066
H  -7.34  -24.02  -14.65  0.3294
H  -6.81  -24.17  -16.31  0.4254
H  -5.32  -22.68  -17.20  0.5090
H  -4.05  -23.35  -16.24  0.2627
H  -4.85  -20.45  -15.73  0.3140
H  -3.79  -20.97  -17.02  0.3663
H  -3.85  -22.48  -13.78  -0.0118
H  -4.07  -20.71  -13.43  0.3336
H  -2.46  -21.53  -13.29  0.0447
C  1.16  -21.61  -3.97  -0.5403
O  1.08  -20.19  -4.20  -0.4938
C  0.87  -19.77  -5.43  -0.0171
O  0.61  -20.49  -6.35  -0.7116
O  0.94  -18.49  -5.54  -0.1489
C  1.17  -17.69  -4.39  -0.8941
H  0.23  -22.11  -4.24  0.1795
H  1.37  -21.68  -2.90  0.2934
H  2.01  -22.03  -4.50  0.1834
H  0.73  -18.07  -3.48  0.3088
H  0.84  -16.68  -4.56  0.3058
H  2.24  -17.70  -4.14  0.3154
C  2.85  -24.44  -6.66  -0.4035
O  1.61  -25.09  -6.49  -0.4443
C  0.57  -24.45  -6.93  0.6124
O  0.58  -23.30  -7.29  -1.1683
O  -0.46  -25.21  -6.85  -0.4475
C  -1.72  -24.73  -7.36  -0.1039
H  2.97  -23.68  -5.88  0.1514
H  2.95  -23.96  -7.63  0.0578
H  3.68  -25.13  -6.56  0.3403
H  -2.31  -25.60  -7.60  0.3415
H  -1.58  -24.10  -8.24  -0.1851
H  -2.16  -24.10  -6.59  0.2450
C  -5.07  -18.02  -8.64  0.1895
O  -4.76  -17.57  -7.33  -0.0373
C  -5.80  -17.16  -6.66  0.6139
O  -6.92  -17.13  -7.05  -0.6213
O  -5.42  -16.70  -5.49  -0.1696
C  -6.36  -16.02  -4.64  -0.8410
H  -5.70  -17.30  -9.18  0.6502
H  -5.68  -18.93  -8.60  -0.4723
H  -4.18  -18.22  -9.22  -0.1059
H  -6.58  -16.74  -3.85  0.2919
H  -7.32  -15.82  -5.11  0.3901
H  -5.79  -15.19  -4.24  0.2225
C  -6.11  -22.58  -11.36  -0.0216
O  -7.35  -21.98  -10.99  -0.4440
C  -7.27  -20.97  -10.12  0.4722
O  -6.37  -20.83  -9.34  -0.2309
O  -8.38  -20.25  -10.23  -0.3859
C  -8.75  -19.52  -9.05  -0.4916
H  -6.30  -23.56  -11.78  0.0678
H  -5.52  -22.67  -10.45  0.0504
H  -5.52  -21.98  -12.04  0.1738
H  -9.60  -18.92  -9.35  0.2616
H  -7.94  -18.85  -8.75  0.1698
H  -9.05  -20.18  -8.24  0.2739
C  -1.60  -17.62  -7.95  0.7228
O  -0.57  -17.22  -8.83  -0.5401
C  0.32  -18.09  -9.23  0.5945
O  0.41  -19.24  -8.87  -0.6811
O  1.14  -17.49  -10.05  -0.4794
C  2.10  -18.30  -10.74  -0.6526
H  -2.25  -18.35  -8.43  -0.5106
H  -2.13  -16.77  -7.55  0.3502
H  -1.19  -18.21  -7.12  -0.2167
H  2.61  -17.63  -11.42  0.3068
H  1.62  -19.16  -11.20  0.2146
H  2.83  -18.70  -10.02  0.2936
C  -3.04  -18.78  -3.79  0.0907
O  -3.23  -17.67  -2.90  -0.4161
C  -2.41  -16.66  -3.06  0.7886
O  -1.44  -16.66  -3.75  -0.4884
O  -2.79  -15.67  -2.29  -0.3932
C  -1.99  -14.52  -2.20  -0.6653
H  -3.16  -18.42  -4.81  -0.0477
H  -3.73  -19.56  -3.51  0.0786
H  -2.01  -19.14  -3.68  0.2141
H  -0.93  -14.77  -2.08  0.2890
H  -2.30  -13.84  -1.41  0.2439
H  -2.08  -13.95  -3.13  0.2831
C  -0.97  -24.49  -11.30  0.1402
C  -0.94  -25.05  -12.65  -0.0061
N  -0.89  -25.51  -13.69  -0.5617
H  -0.86  -23.41  -11.39  -0.1167
H  -0.10  -24.91  -10.79  0.3201
H  -1.88  -24.66  -10.74  0.2075
C  -6.64  -21.50  -5.83  -0.1106
C  -5.64  -21.81  -4.82  0.2228
N  -4.85  -22.02  -4.03  -0.5292
H  -7.44  -22.24  -5.72  0.4563
H  -6.24  -21.58  -6.84  -0.1770
H  -7.01  -20.49  -5.64  0.2143



Q: Which of these has the lowest largest force on an atom?
A: C6H11N